1.
Here is a cluster of 2 separate species, C15H22BBr3N4O4 in total from the OMol25 dataset. Energies are from the ωB97M-V functional and the def2-TZVPD basis.

Each line ends with the Löwdin charge.
Cartesian coordinates (Å):
1 C 1.32 -1.67 3.32  -0.190
2 C 1.10 -1.45 1.85  -0.709
3 Br 2.12 -2.68 0.83  0.864
4 C 0.29 -0.52 1.32  -0.561
5 Br -0.63 0.49 2.66  0.949
6 C -0.02 -0.19 -0.14  -0.238
7 C 1.10 -0.54 -1.04  -0.285
8 N 1.95 -0.76 -1.76  0.214
9 B -0.17 1.43 -0.52  -0.552
10 O 0.60 1.89 -1.57  0.161
11 N -1.02 2.40 0.16  -0.124
12 C -0.12 3.30 0.93  -0.090
13 C -1.71 3.24 -0.85  -0.078
14 C -1.29 -0.99 -0.68  -0.313
15 C -1.04 -2.43 -0.53  -0.220
16 N -0.84 -3.56 -0.40  0.224
17 C -1.56 -0.72 -2.19  -0.064
18 C -1.22 -1.88 -3.11  -0.247
19 O -2.07 -2.45 -3.76  0.088
20 C -2.60 -0.81 0.16  -0.184
21 C -3.50 0.40 -0.13  -0.669
22 C -3.91 1.17 1.13  -0.142
23 Br -5.16 -0.28 -0.98  0.712
24 H 2.12 -2.39 3.48  0.049
25 H 0.42 -2.08 3.77  0.084
26 H 1.59 -0.74 3.82  0.062
27 H 0.39 1.53 -2.44  0.111
28 H 0.56 3.85 0.27  0.092
29 H -0.73 3.99 1.51  0.097
30 H 0.49 2.75 1.63  0.042
31 H -2.64 3.62 -0.44  0.089
32 H -1.11 4.10 -1.17  0.091
33 H -1.94 2.68 -1.76  0.084
34 H -2.61 -0.51 -2.38  0.101
35 H -0.98 0.12 -2.58  0.111
36 H -0.16 -2.16 -3.18  0.128
37 H -3.17 -1.70 -0.09  0.089
38 H -2.38 -0.90 1.22  0.075
39 H -3.09 1.04 -0.90  0.044
40 H -3.50 2.17 1.16  0.061
41 H -3.59 0.66 2.03  0.050
42 H -4.99 1.26 1.19  0.046
43 C 5.72 -1.78 -0.29  0.030
44 N 6.90 -1.21 0.42  -0.457
45 O 7.67 -1.98 0.96  0.065
46 O 7.02 0.00 0.41  0.060
47 H 5.75 -2.86 -0.19  0.092
48 H 4.83 -1.36 0.18  0.059
49 H 5.79 -1.47 -1.33  0.102

SMILES string: C/C(Br)=C(\Br)[C@](C#N)(B(O)N(C)C)[C@](C#N)(CC=O)C[C@H](C)Br.C[N+](=O)[O-]
net charge: 0
multiplicity: 1
E_tot: -240862.082 eV

---

2.
Here is a structure of composition C15H22BF4N2O4RuSi2 in a non-equilibrium geometry from the OMol25 dataset. Energies are from the ωB97M-V functional and the def2-TZVPD basis.

Each line ends with the Löwdin charge.
Cartesian coordinates (Å):
1 Ru 0.94 -0.08 0.02  0.862
2 N 0.98 1.57 1.42  -0.057
3 C 2.36 1.71 1.92  -0.133
4 C 3.41 1.34 0.85  -0.494
5 O 4.42 2.00 0.70  0.060
6 N 3.09 0.20 0.18  -0.109
7 C 3.78 -0.20 -1.04  -0.092
8 C 2.87 -1.03 -1.97  -0.641
9 O 3.41 -1.62 -2.90  -0.011
10 O 1.61 -1.04 -1.72  -0.178
11 H 0.78 2.41 0.89  0.050
12 H 0.34 1.52 2.21  0.090
13 H 2.50 1.02 2.76  0.115
14 H 2.58 2.73 2.24  0.117
15 H 4.69 -0.77 -0.83  0.121
16 H 4.07 0.71 -1.58  0.131
17 C 0.25 -3.51 0.12  -0.211
18 Si -0.37 -1.85 0.78  0.456
19 C -0.43 -2.05 2.67  -0.223
20 C -2.21 -1.79 0.27  -0.300
21 C -3.16 -2.77 0.58  -0.119
22 C -4.48 -2.64 0.19  -0.129
23 C -4.88 -1.51 -0.52  -0.128
24 C -3.95 -0.53 -0.83  -0.114
25 C -2.61 -0.65 -0.44  -0.302
26 Si -1.22 0.61 -0.79  0.489
27 C -1.29 0.96 -2.65  -0.223
28 C -1.88 2.22 0.01  -0.225
29 H -0.45 -4.32 0.35  0.008
30 H 1.22 -3.76 0.57  0.015
31 H 0.39 -3.46 -0.96  0.021
32 H -1.06 -2.90 2.96  0.009
33 H -0.86 -1.16 3.14  0.011
34 H 0.57 -2.20 3.07  0.004
35 H -2.86 -3.66 1.13  0.087
36 H -5.21 -3.41 0.43  0.081
37 H -5.92 -1.40 -0.83  0.082
38 H -4.27 0.35 -1.39  0.090
39 H -2.30 1.20 -2.99  0.008
40 H -0.93 0.09 -3.21  0.017
41 H -0.63 1.80 -2.89  0.016
42 H -2.86 2.48 -0.42  0.014
43 H -1.21 3.06 -0.18  0.010
44 H -2.01 2.11 1.09  0.012
45 O 2.94 -1.73 1.75  0.049
46 C 2.26 -1.04 1.09  -0.403
47 F 1.59 2.86 -1.47  0.089
48 B 1.53 4.20 -1.06  -1.252
49 F 2.77 4.83 -1.23  0.098
50 F 0.54 4.88 -1.79  0.084
51 F 1.17 4.24 0.33  0.047

net charge: -2
multiplicity: 2
E_tot: -56977.110 eV

---

3.
Here is an isolated molecule of C15H22BrN2O5P in a non-equilibrium geometry from the OMol25 dataset. Energies are from the ωB97M-V functional and the def2-TZVPD basis.

Each line ends with the Löwdin charge.
Cartesian coordinates (Å):
1 C -1.96 -4.44 0.60  -0.034
2 C -1.99 -2.96 0.25  -0.449
3 C -2.57 -2.71 -1.14  -0.031
4 O -0.65 -2.45 0.28  -0.162
5 P -0.12 -1.51 1.44  0.556
6 O 1.33 -1.35 1.37  -0.229
7 O -0.78 -2.10 2.76  -0.168
8 C -0.07 -2.42 3.96  -0.424
9 C 0.91 -3.57 3.71  -0.043
10 C 0.63 -1.21 4.55  -0.046
11 C -0.95 0.13 1.08  -0.198
12 N -0.26 0.57 -0.10  0.035
13 C -0.90 0.64 -1.30  -0.460
14 O -2.10 0.56 -1.41  0.079
15 C 0.00 0.81 -2.49  -0.164
16 C -0.24 -0.03 -3.58  -0.006
17 C 0.54 0.05 -4.72  -0.064
18 C 1.56 0.99 -4.79  -0.071
19 C 1.80 1.84 -3.73  -0.125
20 C 1.02 1.75 -2.59  -0.584
21 Br 1.36 2.99 -1.19  0.822
22 C -0.81 1.02 2.29  -0.540
23 N 0.10 2.01 2.19  0.199
24 O -1.45 0.81 3.30  0.052
25 H -1.32 -4.97 -0.10  0.089
26 H -1.55 -4.57 1.60  0.066
27 H -2.96 -4.85 0.57  0.085
28 H -2.58 -2.42 1.01  0.137
29 H -1.93 -3.18 -1.88  0.088
30 H -3.57 -3.14 -1.20  0.086
31 H -2.63 -1.65 -1.34  0.054
32 H -0.87 -2.75 4.64  0.147
33 H 1.40 -3.85 4.64  0.084
34 H 0.38 -4.43 3.31  0.075
35 H 1.65 -3.25 2.99  0.074
36 H 1.06 -1.46 5.51  0.086
37 H -0.09 -0.40 4.67  0.066
38 H 1.42 -0.88 3.87  0.077
39 H -2.01 0.01 0.85  0.147
40 H 0.74 0.37 -0.09  0.115
41 H -1.05 -0.74 -3.51  0.119
42 H 0.34 -0.60 -5.55  0.107
43 H 2.17 1.06 -5.68  0.108
44 H 2.58 2.59 -3.79  0.099
45 H 0.23 2.62 2.98  0.121
46 H 0.57 2.23 1.33  0.024

SMILES string: CC(C)OP(=O)(OC(C)C)[C@H](NC(=O)c1ccccc1Br)C(N)=O
net charge: 0
multiplicity: 1
E_tot: -108465.081 eV

---

4.
Here is a structure of composition C15H22FS4W from the OMol25 dataset. Energies are from the ωB97M-V functional and the def2-TZVPD basis.

Each line ends with the Löwdin charge.
Cartesian coordinates (Å):
1 W -0.12 -0.08 -1.07  0.669
2 C -1.88 2.50 -1.18  -0.376
3 C -2.88 1.42 -1.71  -0.354
4 S -1.95 0.00 -2.49  0.856
5 C -2.59 -1.75 -2.35  -0.350
6 C -1.41 -2.78 -2.23  -0.362
7 S 0.21 -1.91 -2.49  0.856
8 C 1.80 -2.62 -1.81  -0.354
9 C 2.69 -1.51 -1.15  -0.370
10 S 2.13 0.19 -1.71  0.888
11 C 2.42 1.69 -0.63  -0.354
12 C 1.04 2.31 -0.26  -0.431
13 S -0.10 2.24 -1.73  0.920
14 H -1.88 2.52 -0.09  0.095
15 H -2.17 3.48 -1.55  0.104
16 H -3.52 1.82 -2.49  0.102
17 H -3.49 1.04 -0.90  0.102
18 H -3.17 -1.93 -3.25  0.102
19 H -3.24 -1.82 -1.48  0.102
20 H -1.50 -3.54 -3.01  0.105
21 H -1.41 -3.26 -1.26  0.098
22 H 2.30 -3.06 -2.68  0.100
23 H 1.58 -3.40 -1.09  0.109
24 H 3.73 -1.64 -1.47  0.108
25 H 2.64 -1.57 -0.07  0.067
26 H 3.03 2.35 -1.23  0.103
27 H 2.95 1.43 0.28  0.109
28 H 1.17 3.33 0.11  0.126
29 H 0.58 1.75 0.56  0.054
30 F 1.27 1.54 5.56  0.158
31 C 0.84 1.00 4.44  -0.241
32 C -0.51 1.10 4.12  0.055
33 C -0.96 0.53 2.94  -0.014
34 C -0.06 -0.12 2.08  -0.313
35 C -0.55 -0.64 0.80  -0.213
36 C 1.29 -0.21 2.44  -0.042
37 C 1.75 0.35 3.62  0.047
38 H -1.19 1.59 4.80  0.147
39 H -2.01 0.58 2.70  0.129
40 H 0.03 -1.55 0.41  0.097
41 H -1.63 -0.87 0.78  0.122
42 H 1.99 -0.78 1.83  0.104
43 H 2.78 0.26 3.93  0.144

net charge: +3
multiplicity: 1
E_tot: -63764.708 eV

---

5.
Here is a structure of composition C15H22IrN3O5S2 in a non-equilibrium geometry from the OMol25 dataset. Energies are from the ωB97M-V functional and the def2-TZVPD basis.

Each line ends with the Löwdin charge.
Cartesian coordinates (Å):
1 Ir 0.32 0.31 0.29  0.987
2 C -2.52 1.77 0.62  -0.189
3 C -2.01 1.88 2.04  -0.126
4 O -0.68 1.34 2.14  -0.242
5 C -0.49 0.44 3.24  -0.149
6 C -1.10 -0.90 2.94  -0.155
7 O -0.50 -1.38 1.74  -0.243
8 C -1.23 -2.49 1.19  -0.146
9 C -0.80 -2.72 -0.23  -0.170
10 O -1.01 -1.56 -1.03  -0.268
11 C -2.34 -1.29 -1.44  -0.150
12 C -2.66 0.16 -1.15  -0.148
13 O -2.19 0.47 0.16  -0.230
14 H -3.61 1.92 0.60  0.146
15 H -2.07 2.52 -0.03  0.088
16 H -1.97 2.93 2.33  0.147
17 H -2.67 1.36 2.72  0.134
18 H 0.58 0.36 3.37  0.122
19 H -0.92 0.86 4.16  0.149
20 H -0.90 -1.58 3.77  0.154
21 H -2.18 -0.83 2.80  0.131
22 H -1.04 -3.39 1.78  0.151
23 H -2.30 -2.26 1.23  0.130
24 H 0.28 -2.89 -0.25  0.124
25 H -1.30 -3.59 -0.65  0.147
26 H -2.43 -1.47 -2.51  0.143
27 H -3.05 -1.95 -0.92  0.135
28 H -2.18 0.83 -1.87  0.131
29 H -3.75 0.30 -1.21  0.142
30 C 2.53 0.48 -3.75  -0.084
31 C 1.81 0.79 -2.47  -0.702
32 S 1.64 -0.45 -1.35  0.844
33 C 1.30 2.04 -2.18  -0.705
34 C 1.44 3.21 -3.11  -0.087
35 S 0.48 2.28 -0.73  0.809
36 H 2.97 -0.52 -3.72  0.077
37 H 3.33 1.20 -3.93  0.096
38 H 1.84 0.52 -4.59  0.098
39 H 2.49 3.48 -3.24  0.100
40 H 0.92 4.08 -2.71  0.074
41 H 1.03 2.98 -4.09  0.096
42 O 1.97 0.24 1.38  -0.389
43 N 2.23 -1.02 1.85  0.022
44 C 3.41 -1.41 1.53  -0.292
45 C 4.35 -0.61 0.78  -0.165
46 N 5.08 0.05 0.19  0.212
47 C 3.81 -2.72 1.98  -0.146
48 N 4.13 -3.76 2.34  0.195

net charge: +1
multiplicity: 2
E_tot: -55118.088 eV

---

6.
Here is an isolated molecule of C15H22N2O2 from the OMol25 dataset. Energies are from the ωB97M-V functional and the def2-TZVPD basis.

Each line ends with the Löwdin charge.
Cartesian coordinates (Å):
1 C -7.10 -1.24 -0.19  -0.052
2 C -5.72 -0.68 0.00  -0.279
3 C -4.67 -1.48 0.44  -0.043
4 C -3.40 -0.96 0.61  -0.032
5 C -3.15 0.38 0.36  -0.142
6 C -1.81 1.01 0.54  -0.457
7 O -1.69 2.18 0.86  0.065
8 N -0.76 0.19 0.34  0.061
9 C 0.61 0.66 0.39  -0.181
10 C 1.21 0.84 -1.00  -0.162
11 C 2.66 1.32 -0.91  -0.208
12 N 3.49 0.38 -0.17  -0.185
13 C 4.67 1.00 0.40  -0.171
14 C 5.41 -0.02 1.26  -0.198
15 O 5.78 -1.16 0.52  -0.132
16 C 4.64 -1.75 -0.06  -0.199
17 C 3.89 -0.77 -0.95  -0.168
18 C -4.20 1.19 -0.06  -0.011
19 C -5.47 0.67 -0.24  -0.035
20 H -7.09 -2.32 -0.15  0.074
21 H -7.51 -0.92 -1.14  0.080
22 H -7.76 -0.87 0.60  0.085
23 H -4.85 -2.53 0.65  0.109
24 H -2.62 -1.61 0.98  0.109
25 H -0.92 -0.73 -0.05  0.131
26 H 1.22 -0.04 0.96  0.118
27 H 0.58 1.62 0.91  0.123
28 H 1.15 -0.10 -1.55  0.100
29 H 0.63 1.58 -1.56  0.119
30 H 3.06 1.49 -1.92  0.124
31 H 2.67 2.27 -0.37  0.121
32 H 4.37 1.85 1.02  0.124
33 H 5.36 1.36 -0.39  0.131
34 H 6.33 0.40 1.66  0.125
35 H 4.75 -0.32 2.10  0.126
36 H 5.00 -2.61 -0.64  0.125
37 H 3.96 -2.11 0.73  0.126
38 H 3.00 -1.26 -1.36  0.117
39 H 4.54 -0.48 -1.80  0.131
40 H -4.01 2.24 -0.24  0.118
41 H -6.27 1.31 -0.58  0.114

SMILES string: Cc1ccc(C(=O)NCCCN2CCOCC2)cc1
net charge: 0
multiplicity: 1
E_tot: -22987.513 eV